Record 1
DFT (wB97M-V/def2-TZVPD) results for a 14-piece molecular cluster, C17H62N16O14 overall.

Cartesian coordinates (Å):
C (-3.01039, 0.05007, 5.07333)
C (-1.63006, -0.73684, 5.05341)
O (-1.14612, -0.56657, 3.78593)
H (-2.96986, 1.05384, 4.56373)
H (-3.40563, 0.24998, 6.06873)
H (-3.86864, -0.36104, 4.52868)
H (-1.66461, -1.85950, 5.32683)
H (-0.88427, -0.46756, 5.80349)
H (-0.80583, 0.38751, 3.76682)
C (3.86302, -0.05592, -1.75045)
C (5.33294, -0.06442, -1.22135)
O (5.43757, 0.38299, 0.10934)
H (3.49818, 0.95184, -1.85884)
H (3.15614, -0.53139, -1.16793)
H (3.84466, -0.41854, -2.74118)
H (6.08578, 0.40351, -1.83190)
H (5.71761, -1.12910, -1.24918)
H (6.35447, 0.44450, 0.37256)
C (1.24869, 1.90855, -3.59506)
C (1.31487, 3.34297, -3.23947)
O (0.02778, 3.84756, -3.16134)
H (0.74975, 1.25010, -2.87907)
H (2.21723, 1.41137, -3.70111)
H (0.72392, 1.75099, -4.48157)
H (2.16271, 3.88743, -3.71501)
H (1.62300, 3.33581, -2.18150)
H (0.24640, 4.71344, -2.89004)
C (-2.44689, 2.31488, -4.72929)
O (-1.72699, 2.63481, -5.84716)
N (-2.08134, 1.61310, -3.73753)
N (-3.66556, 2.77699, -4.65077)
H (-1.07660, 1.81840, -3.55243)
H (-2.78627, 1.46671, -3.00159)
H (-4.12810, 3.20804, -5.50971)
H (-4.17106, 2.86498, -3.77129)
C (1.44124, -2.92700, -2.52216)
O (2.69131, -2.91740, -3.05246)
N (0.60621, -2.02388, -2.83923)
N (1.04553, -3.70793, -1.58107)
H (0.93560, -1.32767, -3.60355)
H (-0.44765, -2.13559, -2.66819)
H (1.78781, -4.35344, -1.15426)
H (0.08442, -3.68151, -1.08210)
C (0.45838, -0.65859, 0.33327)
O (0.18453, 0.28660, 1.29455)
N (0.94825, -1.86305, 0.50479)
N (0.11242, -0.50996, -0.90914)
H (1.37549, -1.98478, 1.45588)
H (1.33132, -2.40612, -0.25428)
H (-0.35068, 0.39828, -1.05322)
H (0.55753, -1.09637, -1.72559)
C (-1.96420, -3.34898, -0.92421)
O (-2.91052, -4.25344, -1.30490)
N (-1.11886, -3.58357, -0.01374)
N (-1.87250, -2.21681, -1.44571)
H (-1.12110, -4.56345, 0.53411)
H (-0.52887, -2.80704, 0.43348)
H (-2.36968, -1.95428, -2.33207)
H (-1.05917, -1.51650, -1.18299)
C (0.34651, 2.21746, 4.46829)
O (-0.14396, 2.80112, 5.64119)
N (1.63648, 1.87385, 4.34059)
N (-0.36846, 2.07540, 3.38632)
H (2.08759, 1.70843, 5.26209)
H (1.98093, 1.39936, 3.57243)
H (-1.21995, 2.70191, 3.32561)
H (-0.06865, 1.61816, 2.56189)
C (-3.87692, -0.79473, 1.05097)
O (-4.90415, -0.56925, 1.89651)
N (-2.58352, -0.78127, 1.40681)
N (-4.12804, -1.08145, -0.18976)
H (-2.40274, -0.57445, 2.39928)
H (-1.83578, -1.11298, 0.90534)
H (-5.04803, -1.35228, -0.42401)
H (-3.45923, -1.56874, -0.78388)
C (-4.76416, 1.98123, -1.65984)
O (-6.05086, 1.49832, -1.77441)
N (-3.71182, 1.35970, -1.22625)
N (-4.54158, 3.21678, -2.10670)
H (-3.81491, 0.37359, -0.76345)
H (-2.80525, 1.75832, -1.04868)
H (-5.48732, 3.66003, -2.33642)
H (-3.72798, 3.83583, -2.00475)
C (1.70531, -3.22210, 3.20587)
O (2.64258, -4.26043, 3.17186)
N (0.45260, -3.37755, 3.41318)
N (1.93868, -1.97604, 2.93953)
H (0.17669, -4.33592, 3.51426)
H (-0.09776, -2.56532, 3.51643)
H (2.91377, -1.71682, 2.92474)
H (1.38544, -1.25623, 3.34864)
C (-1.43978, 2.74278, 0.11369)
O (-1.00516, 2.11440, -1.00340)
H (-0.77761, 3.40823, 0.56935)
H (-1.81914, 2.05658, 0.84945)
H (-2.24510, 3.41544, -0.20647)
H (-0.81832, 2.87871, -1.52188)
C (4.20256, -3.19331, 0.01872)
O (5.20628, -2.50601, 0.75999)
H (3.50825, -3.67122, 0.79511)
H (4.64288, -4.09582, -0.49276)
H (3.50568, -2.66285, -0.62581)
H (5.87968, -2.15927, 0.23107)
C (2.57653, 2.13774, 0.82222)
O (3.27060, 1.30151, 1.67239)
H (3.18421, 2.92577, 0.56615)
H (1.80928, 2.56536, 1.41235)
H (2.15373, 1.71967, -0.04770)
H (3.98659, 0.76134, 1.25861)

Results
HOMO-LUMO gap, eV: 8.69
E_HOMO, eV: -9.0249
Energy relative to the best compared isomer or geometry (same formula, charge and spin), kJ/mol: 468.38


Record 2
DFT (wB97M-V/def2-TZVPD) results for a 14-piece molecular cluster, C17H62N16O14 overall.

Cartesian coordinates (Å):
C (-1.49768, -2.22441, -3.93030)
C (-1.96568, -1.13441, -4.84430)
O (-2.65268, -0.24341, -3.98130)
H (-2.25268, -2.77841, -3.36430)
H (-0.77768, -1.63441, -3.28030)
H (-0.95668, -2.94441, -4.52730)
H (-2.67368, -1.54741, -5.55830)
H (-1.05168, -0.68941, -5.42830)
H (-3.24468, 0.19959, -4.51930)
C (5.49032, -3.26041, 0.52870)
C (3.99932, -3.48341, 0.72770)
O (3.44932, -2.34341, 1.34970)
H (5.76132, -2.29741, 0.04370)
H (5.77332, -3.95641, -0.28830)
H (6.17332, -3.46641, 1.36270)
H (3.92132, -4.34041, 1.36870)
H (3.49232, -3.71541, -0.19530)
H (3.72632, -1.58041, 0.82570)
C (3.19832, 0.99859, 1.23670)
C (4.11832, 0.60859, 0.12570)
O (3.50532, -0.45641, -0.56930)
H (3.61832, 1.83759, 1.80170)
H (2.82132, 0.18659, 1.83770)
H (2.24332, 1.34959, 0.80670)
H (5.11032, 0.28559, 0.51770)
H (4.39532, 1.50559, -0.54030)
H (3.41432, -0.29141, -1.58430)
C (2.34132, 0.83359, -3.04430)
O (2.54432, 2.18959, -3.10630)
N (3.28332, -0.01541, -3.23930)
N (1.17532, 0.31359, -2.90730)
H (4.19332, 0.34559, -3.61030)
H (3.01832, -0.97041, -3.45230)
H (0.39032, 0.96959, -2.84630)
H (0.97632, -0.66241, -3.28530)
C (-3.03868, 0.29459, 2.94070)
O (-3.96568, -0.72541, 2.72870)
N (-3.20568, 1.50959, 2.47070)
N (-1.91768, 0.05059, 3.54470)
H (-4.09068, 1.63859, 1.89370)
H (-2.53468, 2.26259, 2.48570)
H (-1.56468, -0.87141, 3.91570)
H (-1.36768, 0.80459, 3.83970)
C (-4.29768, 3.19159, -0.00030)
O (-5.03568, 2.02759, 0.29870)
N (-3.00968, 3.09759, -0.07330)
N (-4.85368, 4.33059, -0.32430)
H (-2.55968, 2.20459, 0.09370)
H (-2.29468, 3.86659, -0.34430)
H (-5.86168, 4.32959, -0.34230)
H (-4.32468, 5.23359, -0.42730)
C (-0.82568, 2.70259, -3.41230)
O (-1.28368, 2.91059, -4.67930)
N (-1.09268, 1.68559, -2.71130)
N (0.04232, 3.46259, -2.83530)
H (-1.85668, 1.07459, -3.05530)
H (-0.97068, 1.81459, -1.73630)
H (0.37932, 4.25559, -3.46130)
H (0.68432, 3.25459, -2.02530)
C (-1.66168, -4.03841, 2.06370)
O (-2.53268, -4.96441, 2.72870)
N (-0.47468, -4.35741, 1.65470)
N (-1.95168, -2.80441, 1.97570)
H (-0.25868, -5.39141, 1.54870)
H (-0.14668, -3.82741, 0.80370)
H (-2.85568, -2.55641, 2.39870)
H (-1.34968, -2.04941, 1.67170)
C (0.68932, -1.99741, 3.91070)
O (-0.55368, -2.27041, 4.47670)
N (1.15132, -2.64041, 2.86570)
N (1.41832, -1.03941, 4.38770)
H (0.52032, -3.33141, 2.36470)
H (2.03932, -2.42541, 2.39370)
H (1.05932, -0.45241, 5.16070)
H (2.38032, -0.72941, 4.14370)
C (-0.14568, 4.45459, 0.23870)
O (0.83932, 3.48659, -0.01030)
N (-0.26968, 5.11159, 1.32270)
N (-0.97068, 4.79959, -0.63230)
H (0.50932, 5.07459, 1.95270)
H (-0.92668, 5.88659, 1.39270)
H (-0.74668, 4.33259, -1.50230)
H (-1.32968, 5.73159, -0.61830)
C (-0.13668, 0.17759, 0.36870)
O (-1.05268, 1.15859, -0.00230)
N (0.78032, -0.33241, -0.34630)
N (-0.28268, -0.54741, 1.42770)
H (0.92232, -0.11141, -1.33730)
H (1.72132, -0.66541, 0.01870)
H (-0.97768, -0.17341, 2.11070)
H (0.45232, -1.13141, 1.79270)
C (0.36932, 2.31059, 3.03270)
O (-0.88468, 3.02559, 3.02370)
H (1.10932, 2.99359, 3.35970)
H (0.58432, 1.99959, 2.02770)
H (0.46132, 1.43659, 3.66270)
H (-0.80068, 3.69259, 2.37270)
C (0.99432, -3.60741, -1.22130)
O (-0.02668, -2.88041, -0.53430)
H (1.23032, -4.57241, -0.77930)
H (1.85632, -2.96241, -1.35430)
H (0.64732, -3.95041, -2.20230)
H (0.15332, -1.94341, -0.47230)
C (-3.05168, -1.35741, -1.00930)
O (-3.03868, -2.72441, -0.63830)
H (-3.71168, -1.28641, -1.90830)
H (-2.07468, -1.08841, -1.27230)
H (-3.39368, -0.64741, -0.20830)
H (-2.49768, -2.80841, 0.18170)

Results
HOMO-LUMO gap, eV: 7.16
E_HOMO, eV: -7.7718
Energy relative to the best compared isomer or geometry (same formula, charge and spin), kJ/mol: 303.94


Record 3
DFT (wB97M-V/def2-TZVPD) results for C17H74AlF3NO28P2Si as an isolated structure.

Cartesian coordinates (Å):
C (5.57703, -1.56181, 1.29494)
C (4.19092, -0.69336, 1.64218)
P (3.27936, -0.46516, -0.01974)
C (4.13936, 0.78431, -1.17921)
C (3.70333, 0.48050, -2.74369)
Al (1.00931, 0.11565, 0.32621)
C (0.55430, -0.02254, 2.36391)
O (1.49017, -0.17937, 3.32103)
N (-0.89352, 0.08874, 2.88659)
C (-0.92063, 1.16284, 3.99246)
O (-0.71705, 2.46487, 3.65738)
F (-1.16489, 0.76326, 5.40267)
C (-0.07869, -1.32033, -0.65174)
F (0.64201, -1.70500, -1.91578)
F (-0.01311, -2.55736, 0.21341)
C (-1.64214, -0.93359, -0.95235)
C (-2.65116, -1.84287, -0.03520)
Si (-4.53100, -1.49887, -0.48471)
C (-4.87468, -1.51845, -2.38231)
C (-5.52309, -3.00831, 0.28355)
C (-5.17453, 0.07054, 0.43686)
C (-4.22264, 1.27741, 1.02868)
C (-4.95556, 2.51346, 1.83028)
C (-6.60011, 2.58754, 2.07378)
C (-7.55446, 1.40098, 1.45149)
C (-6.82741, 0.16191, 0.65203)
P (0.62467, 2.29624, -0.36398)
O (0.85002, 3.23247, 0.92932)
O (-0.99170, 2.63082, -0.91744)
O (1.72080, 2.89660, -1.57955)
H (6.29252, -0.92467, 0.62238)
H (5.33323, -2.55958, 0.69973)
H (6.10991, -1.90002, 2.30497)
H (4.43766, 0.31356, 2.18478)
H (3.53670, -1.44029, 2.30436)
H (5.30621, 0.54955, -1.12368)
H (4.02204, 1.90212, -0.85349)
H (4.65447, 0.42930, -3.46285)
H (2.94817, 1.25278, -3.19378)
H (3.18186, -0.58934, -2.82221)
H (-1.40451, 0.53977, 2.09580)
H (-1.86176, -1.23036, -2.08796)
H (-1.91712, 0.19420, -0.80734)
H (-2.50632, -3.00061, -0.15885)
H (-2.45675, -1.57061, 1.10738)
H (-5.77606, -0.85544, -2.72990)
H (-3.87141, -1.29996, -2.98743)
H (-5.16518, -2.64070, -2.66431)
H (-6.47341, -3.23195, -0.36258)
H (-5.86789, -2.63964, 1.34572)
H (-4.79373, -3.91341, 0.41772)
H (-3.06883, 1.19696, 0.84973)
H (-4.27369, 3.35651, 2.27832)
H (-7.08218, 3.46988, 2.67768)
H (-8.72631, 1.39547, 1.54844)
H (-7.50809, -0.71288, 0.20975)
H (-0.98437, 2.68573, -1.93628)
H (1.84968, 3.87661, -1.33314)
O (6.58641, 0.44383, -3.56648)
H (7.18183, -0.25702, -3.26097)
H (7.15282, 1.22878, -3.61162)
O (-8.20695, -3.81862, 1.08690)
H (-8.00713, -4.76678, 1.07671)
H (-8.76486, -3.70556, 1.87109)
O (1.15658, -3.95599, -4.36166)
H (1.52876, -4.68850, -3.84788)
H (1.02008, -3.25586, -3.70577)
O (2.49620, 4.91322, 2.72256)
H (2.17782, 4.51199, 1.89994)
H (1.73141, 4.86847, 3.31593)
O (4.89620, 5.60322, 0.90970)
H (4.57782, 5.20199, 0.08708)
H (4.13141, 5.55847, 1.50307)
O (-7.68641, -4.84320, -1.39729)
H (-8.24819, -4.32381, -0.80258)
H (-8.25998, -5.03232, -2.15508)
O (-7.06163, 5.84538, 2.79447)
H (-7.07398, 6.28978, 1.93342)
H (-6.45896, 6.38524, 3.32770)
O (7.73806, -2.89882, 0.15279)
H (7.14882, -3.57954, -0.20565)
H (8.61854, -3.29997, 0.09958)
O (7.05450, 5.26893, -0.87169)
H (7.25433, 4.32076, -0.88189)
H (6.49659, 5.38198, -0.08750)
O (-9.16163, 3.66718, 0.69911)
H (-9.17398, 4.11157, -0.16194)
H (-8.55896, 4.20704, 1.23234)
O (7.34746, 2.81625, 0.99764)
H (7.71963, 2.08374, 1.51142)
H (7.21096, 3.51638, 1.65353)
O (1.47591, -2.04264, -6.76772)
H (1.30940, -2.65521, -6.03554)
H (0.59274, -1.84952, -7.11658)
O (8.52893, 8.24412, 0.12919)
H (7.93970, 7.56340, -0.22925)
H (9.40942, 7.84298, 0.07598)
O (8.86473, -0.87811, -1.95233)
H (9.57903, -0.24903, -2.13422)
H (9.23430, -1.46152, -1.27259)
O (6.75424, -3.54806, -2.52443)
H (5.90584, -3.70857, -2.96432)
H (6.91797, -2.60404, -2.66939)
O (-3.43527, -1.19920, 4.65254)
H (-2.72097, -0.57012, 4.47064)
H (-3.06570, -1.78261, 5.33228)
O (-10.49553, -4.54312, -2.98942)
H (-11.05731, -4.02373, -2.39471)
H (-11.06911, -4.73225, -3.74721)
O (-5.68328, -2.88602, -4.78893)
H (-5.31618, -3.40640, -5.51934)
H (-6.60786, -3.17187, -4.73963)
O (7.62523, -3.06362, 3.48136)
H (8.06630, -3.90745, 3.30121)
H (7.20115, -3.20036, 4.34186)
O (-10.97477, 5.93899, 2.17962)
H (-10.53370, 5.09516, 1.99947)
H (-11.39885, 5.80224, 3.04012)
O (11.24487, 0.32135, -2.86212)
H (12.17272, 0.42874, -2.60401)
H (11.08587, 1.05556, -3.47422)
O (4.42051, -4.80239, -1.50258)
H (4.62034, -5.75055, -1.51277)
H (3.86261, -4.68934, -0.71839)
O (-3.50954, -3.22213, 7.35179)
H (-3.43391, -3.01229, 8.29482)
H (-4.45309, -3.40464, 7.22771)

Results
Total charge: -1
HOMO-LUMO gap, eV: 5.53
E_HOMO, eV: -4.1681


> The lowest HOMO-LUMO gap belongs to which entry?

C17H74AlF3NO28P2Si